C6AlF5SSe3Te | the ωB97M-V functional and the def2-TZVPD basis

The geometry in XYZ format:
```
17
C6AlF5SSe3Te | the OMol25 dataset | the ωB97M-V functional and the def2-TZVPD basis
Al 0.562 0.118 0.000
Se 2.847 -0.358 0.000
Se 3.954 1.692 0.000
Te 2.149 3.540 0.000
Se -0.065 2.346 0.000
F -5.917 -2.637 0.000
C -4.599 -2.483 0.000
C -4.045 -1.216 0.000
F -4.825 -0.140 0.000
C -2.673 -1.090 0.000
F -2.168 0.162 0.000
C -1.805 -2.173 0.000
S -0.050 -2.039 0.000
C -2.397 -3.427 0.000
F -1.632 -4.519 0.000
C -3.770 -3.587 0.000
F -4.299 -4.807 0.000
```

Computed properties:
- LUMO (eV) = -1.256
- DFT total energy (Eh) = -8841.00071
- HOMO-LUMO gap (eV) = 6.389
- maximum force (eV/Å) = 0.5
- total charge = 0

---

C7H13NO | the ωB97M-V functional and the def2-TZVPD basis

The geometry in XYZ format:
```
22
C7H13NO | the OMol25 dataset | the ωB97M-V functional and the def2-TZVPD basis
C -0.498 -0.266 -0.668
C 1.402 0.039 0.936
C 0.182 -2.046 0.959
C 0.427 -0.297 -1.876
N 0.124 -0.617 0.680
C -1.119 1.045 -0.261
C -0.768 2.333 -0.791
C -1.452 0.871 1.073
O -0.985 3.402 -0.234
H -1.287 -1.018 -0.811
H -0.221 2.312 -1.755
H 0.897 -2.567 0.309
H 2.214 -0.370 0.323
H 1.665 -0.100 1.984
H 1.302 1.103 0.724
H -0.806 -2.481 0.815
H 0.491 -2.200 1.993
H -0.143 -0.055 -2.772
H 0.857 -1.292 -1.989
H 1.231 0.432 -1.795
H -2.045 0.035 1.427
H -1.467 1.738 1.726
```

Computed properties:
- LUMO (alpha / beta) (eV) = 0.220 / 0.221
- DFT total energy (Eh) = -404.41103
- HOMO-LUMO gap (alpha / beta) (eV) = 8.179 / 8.180
- maximum force (eV/Å) = 2.6
- relative energy (zero: lowest compared OMol25 entry of this formula, charge and spin) (eV) = 3.168
- total charge = 0
- SMILES = C=C(C=O)[C@@H](C)N(C)C